A 15-piece molecular cluster, C85H191N9O15 overall at a distorted geometry. Source: the OMol25 dataset; level of theory: wB97M-V/def2-TZVPD.

Properties
spin multiplicity	1
gap between HOMO and LUMO	8.06	eV
total charge	0
E_LUMO	0.011	Eh
total energy	-4973.7759	Ha

Atoms and positions in Å:
C (-8.299, -26.183, 27.694)
O (-7.387, -26.264, 26.561)
H (-8.743, -25.194, 27.809)
H (-8.974, -27.039, 27.670)
H (-7.742, -26.224, 28.630)
H (-6.453, -26.288, 26.784)
C (-10.708, -6.952, 21.067)
O (-12.068, -6.531, 21.348)
H (-10.635, -8.032, 21.188)
H (-10.402, -6.610, 20.078)
H (-10.209, -6.377, 21.847)
H (-12.642, -7.288, 21.211)
C (-6.361, -23.690, 20.672)
O (-4.983, -23.629, 20.510)
H (-6.902, -23.091, 19.940)
H (-6.856, -24.659, 20.606)
H (-6.592, -23.284, 21.657)
H (-4.684, -22.872, 20.001)
C (-2.449, -22.895, 28.261)
O (-2.245, -24.128, 27.635)
H (-3.442, -22.660, 28.645)
H (-1.662, -22.797, 29.009)
H (-2.252, -22.096, 27.547)
H (-1.334, -24.107, 27.332)
O (-3.125, -19.673, 18.417)
H (-2.370, -19.715, 17.830)
H (-3.380, -18.750, 18.413)
O (-5.076, -15.523, 17.403)
H (-6.014, -15.565, 17.217)
H (-4.746, -14.841, 16.819)
C (-13.758, -20.380, 34.458)
C (-13.626, -21.224, 33.099)
C (-13.118, -22.615, 33.427)
C (-13.448, -23.605, 32.290)
C (-14.926, -23.794, 32.260)
C (-15.570, -22.364, 31.805)
N (-14.992, -21.212, 32.533)
O (-15.562, -19.936, 32.357)
C (-15.375, -22.213, 30.282)
C (-17.088, -22.499, 32.129)
C (-12.648, -20.530, 32.042)
H (-14.385, -20.846, 35.218)
H (-14.067, -19.338, 34.377)
H (-12.825, -20.443, 35.018)
H (-12.042, -22.524, 33.572)
H (-13.432, -22.967, 34.410)
H (-12.987, -24.565, 32.520)
H (-13.042, -23.390, 31.301)
H (-15.382, -24.063, 33.213)
H (-15.120, -24.366, 31.353)
H (-15.749, -21.237, 29.972)
H (-14.332, -22.238, 29.967)
H (-15.866, -23.078, 29.837)
H (-17.216, -22.630, 33.203)
H (-17.502, -21.620, 31.636)
H (-17.539, -23.424, 31.769)
H (-11.674, -20.366, 32.503)
H (-12.992, -19.538, 31.750)
H (-12.563, -21.153, 31.152)
H (-15.346, -19.737, 31.444)
C (-7.381, -9.990, 34.945)
C (-6.451, -10.489, 36.125)
C (-5.000, -10.735, 35.525)
C (-4.342, -9.425, 35.474)
C (-4.384, -8.628, 36.810)
C (-5.763, -8.248, 37.259)
N (-6.501, -9.540, 37.331)
O (-7.809, -9.295, 37.575)
C (-5.747, -7.748, 38.723)
C (-6.406, -7.176, 36.377)
C (-6.816, -11.945, 36.548)
H (-7.219, -10.522, 34.008)
H (-7.284, -8.931, 34.703)
H (-8.406, -10.216, 35.241)
H (-4.411, -11.543, 35.959)
H (-5.216, -11.069, 34.510)
H (-4.897, -8.916, 34.686)
H (-3.340, -9.604, 35.083)
H (-3.977, -7.645, 36.576)
H (-3.833, -9.022, 37.665)
H (-5.253, -8.516, 39.319)
H (-5.283, -6.762, 38.766)
H (-6.794, -7.597, 38.984)
H (-6.064, -7.232, 35.343)
H (-7.496, -7.198, 36.386)
H (-6.283, -6.202, 36.849)
H (-6.196, -12.158, 37.419)
H (-6.542, -12.523, 35.666)
H (-7.841, -12.012, 36.911)
H (-7.993, -9.806, 38.367)
C (-0.784, -12.578, 25.357)
C (-0.457, -11.514, 24.260)
C (-1.755, -10.628, 24.094)
C (-2.056, -9.605, 25.229)
C (-0.810, -8.808, 25.528)
C (0.499, -9.634, 25.781)
N (0.620, -10.632, 24.710)
O (1.822, -11.296, 24.680)
C (1.641, -8.623, 25.697)
C (0.550, -10.128, 27.214)
C (-0.038, -12.195, 22.854)
H (-1.292, -12.029, 26.150)
H (0.152, -13.040, 25.673)
H (-1.376, -13.428, 25.018)
H (-1.772, -10.079, 23.152)
H (-2.694, -11.172, 23.992)
H (-2.431, -10.109, 26.119)
H (-2.836, -8.901, 24.937)
H (-0.941, -8.102, 26.349)
H (-0.554, -8.100, 24.740)
H (1.965, -8.283, 24.713)
H (1.471, -7.749, 26.327)
H (2.572, -8.891, 26.195)
H (0.756, -9.359, 27.959)
H (-0.354, -10.618, 27.576)
H (1.326, -10.833, 27.510)
H (0.643, -13.034, 23.000)
H (0.458, -11.598, 22.089)
H (-0.952, -12.685, 22.517)
H (2.263, -11.101, 23.849)
C (-12.448, -1.316, 28.328)
C (-11.289, -1.151, 27.444)
C (-10.330, 0.002, 27.916)
C (-9.546, -0.361, 29.119)
C (-8.653, -1.569, 28.782)
C (-9.447, -2.795, 28.310)
N (-10.466, -2.378, 27.271)
O (-11.298, -3.417, 26.834)
C (-8.439, -3.839, 27.734)
C (-10.096, -3.434, 29.642)
C (-11.582, -0.658, 25.979)
H (-13.106, -0.447, 28.305)
H (-12.284, -1.232, 29.402)
H (-12.995, -2.235, 28.117)
H (-9.761, 0.569, 27.179)
H (-11.012, 0.783, 28.251)
H (-10.127, -0.495, 30.032)
H (-8.909, 0.487, 29.373)
H (-8.076, -1.809, 29.675)
H (-7.955, -1.254, 28.006)
H (-7.488, -3.966, 28.250)
H (-8.866, -4.842, 27.728)
H (-8.071, -3.672, 26.722)
H (-9.327, -3.547, 30.406)
H (-10.942, -2.913, 30.090)
H (-10.446, -4.433, 29.383)
H (-11.843, 0.399, 25.922)
H (-12.424, -1.231, 25.590)
H (-10.861, -0.816, 25.177)
H (-11.048, -3.494, 25.911)
C (-17.771, -9.429, 35.509)
C (-17.136, -9.239, 34.113)
C (-16.878, -10.602, 33.498)
C (-16.357, -10.627, 32.024)
C (-17.213, -9.730, 31.027)
C (-17.473, -8.334, 31.725)
N (-17.961, -8.459, 33.104)
O (-18.546, -7.278, 33.555)
C (-16.302, -7.477, 31.378)
C (-18.757, -7.820, 30.945)
C (-15.788, -8.545, 34.547)
H (-17.204, -10.002, 36.242)
H (-18.634, -10.055, 35.285)
H (-17.982, -8.474, 35.991)
H (-16.119, -11.077, 34.119)
H (-17.796, -11.188, 33.535)
H (-16.550, -11.656, 31.723)
H (-15.296, -10.435, 32.179)
H (-18.061, -10.268, 30.602)
H (-16.608, -9.645, 30.125)
H (-16.304, -6.552, 31.955)
H (-15.372, -7.983, 31.637)
H (-16.216, -7.315, 30.304)
H (-18.829, -6.733, 30.979)
H (-18.681, -8.155, 29.911)
H (-19.637, -8.171, 31.485)
H (-14.894, -8.839, 33.996)
H (-15.283, -8.902, 35.445)
H (-15.889, -7.478, 34.742)
H (-17.772, -6.714, 33.620)
C (-7.732, -17.583, 25.733)
C (-8.810, -16.689, 24.979)
C (-9.937, -17.702, 24.820)
C (-11.330, -17.065, 24.579)
C (-11.558, -15.944, 25.695)
C (-10.427, -14.821, 25.657)
N (-9.238, -15.512, 25.834)
O (-8.179, -14.838, 26.398)
C (-10.436, -13.982, 24.329)
C (-10.643, -13.764, 26.774)
C (-8.235, -16.145, 23.629)
H (-7.875, -18.585, 25.329)
H (-8.132, -17.664, 26.744)
H (-6.729, -17.158, 25.709)
H (-9.748, -18.204, 23.870)
H (-9.957, -18.363, 25.686)
H (-12.051, -17.871, 24.717)
H (-11.456, -16.698, 23.560)
H (-11.778, -16.290, 26.705)
H (-12.524, -15.506, 25.446)
H (-11.307, -13.328, 24.293)
H (-9.608, -13.352, 24.003)
H (-10.611, -14.613, 23.457)
H (-11.609, -13.265, 26.695)
H (-10.672, -14.290, 27.729)
H (-9.902, -13.007, 27.028)
H (-8.961, -16.064, 22.820)
H (-7.400, -16.794, 23.367)
H (-7.690, -15.220, 23.818)
H (-7.813, -14.477, 25.587)
C (-20.411, -17.793, 26.442)
C (-21.705, -17.522, 25.600)
C (-21.304, -17.314, 24.099)
C (-21.139, -18.632, 23.283)
C (-22.347, -19.546, 23.516)
C (-22.713, -19.953, 25.020)
N (-22.633, -18.721, 25.869)
O (-23.173, -18.897, 27.162)
C (-24.156, -20.551, 25.092)
C (-21.686, -20.980, 25.428)
C (-22.404, -16.263, 26.130)
H (-19.867, -18.671, 26.093)
H (-20.819, -18.042, 27.421)
H (-19.791, -16.902, 26.541)
H (-21.886, -16.517, 23.636)
H (-20.336, -16.814, 24.057)
H (-20.188, -19.095, 23.546)
H (-21.038, -18.360, 22.233)
H (-22.230, -20.515, 23.031)
H (-23.235, -19.215, 22.976)
H (-24.387, -20.923, 26.090)
H (-24.864, -19.769, 24.819)
H (-24.344, -21.318, 24.340)
H (-21.725, -22.005, 25.059)
H (-20.666, -20.641, 25.251)
H (-21.762, -21.195, 26.493)
H (-22.463, -16.212, 27.217)
H (-23.429, -16.152, 25.775)
H (-21.874, -15.370, 25.798)
H (-23.937, -18.320, 27.099)
C (-17.560, -8.965, 14.050)
C (-18.828, -9.136, 14.924)
C (-19.505, -10.495, 14.714)
C (-18.699, -11.690, 15.192)
C (-18.535, -11.478, 16.685)
C (-17.746, -10.212, 17.071)
N (-18.447, -9.036, 16.370)
O (-17.939, -7.754, 16.773)
C (-17.935, -10.010, 18.622)
C (-16.256, -10.400, 16.761)
C (-19.862, -8.007, 14.671)
H (-16.910, -9.838, 13.992)
H (-16.964, -8.069, 14.227)
H (-17.989, -8.814, 13.059)
H (-20.360, -10.489, 15.391)
H (-19.903, -10.710, 13.723)
H (-17.708, -11.749, 14.742)
H (-19.179, -12.645, 14.981)
H (-17.847, -12.257, 17.012)
H (-19.475, -11.677, 17.201)
H (-17.539, -9.024, 18.867)
H (-18.985, -9.926, 18.899)
H (-17.403, -10.637, 19.338)
H (-15.890, -9.618, 16.096)
H (-15.634, -10.324, 17.654)
H (-15.985, -11.389, 16.393)
H (-20.434, -8.237, 13.772)
H (-19.359, -7.059, 14.481)
H (-20.568, -7.999, 15.501)
H (-18.636, -7.503, 17.384)
C (-15.392, -29.475, 20.133)
C (-15.677, -27.953, 20.022)
C (-17.115, -27.685, 20.610)
C (-17.303, -26.325, 21.035)
C (-16.146, -25.833, 21.982)
C (-14.723, -25.914, 21.307)
N (-14.580, -27.243, 20.682)
O (-13.337, -27.531, 20.092)
C (-14.473, -24.758, 20.218)
C (-13.743, -25.725, 22.430)
C (-15.725, -27.631, 18.489)
H (-16.265, -30.052, 19.828)
H (-15.286, -29.707, 21.193)
H (-14.617, -29.972, 19.550)
H (-17.922, -27.980, 19.940)
H (-17.281, -28.414, 21.403)
H (-18.257, -26.101, 21.511)
H (-17.568, -25.677, 20.200)
H (-16.046, -26.339, 22.942)
H (-16.395, -24.780, 22.112)
H (-14.415, -23.786, 20.707)
H (-13.504, -24.866, 19.732)
H (-15.239, -24.689, 19.445)
H (-13.606, -26.550, 23.129)
H (-12.787, -25.509, 21.955)
H (-13.951, -24.841, 23.031)
H (-16.596, -28.151, 18.090)
H (-14.885, -28.138, 18.012)
H (-15.713, -26.552, 18.339)
H (-13.055, -28.257, 20.653)